No. 1
The following is a DFT calculation (ωB97M-V with the def2-TZVPD basis set) of C20H20BrClF2N2O in the gas phase.

CARTESIAN COORDINATES (ANGSTROEM)
C1 4.92988 0.62489 -0.46026
C2 4.07728 1.12074 0.67566
C3 4.47353 0.91689 1.99125
C4 3.71981 1.36890 3.06792
C5 2.55329 2.04710 2.79654
F1 1.80508 2.50621 3.82113
C6 2.11893 2.27000 1.50454
C7 2.87302 1.79813 0.43836
C8 2.35131 1.98688 -0.96542
N1 1.91361 0.72229 -1.56406
C9 0.71650 0.14693 -0.95400
C10 1.08364 -0.88163 0.12346
C11 -0.12105 -1.63818 0.64687
F2 -0.90007 -0.75961 1.41849
C12 -0.98500 -2.17552 -0.48370
N2 -1.32123 -1.11148 -1.41361
C13 -2.44480 -0.32081 -1.44449
O1 -2.47223 0.65838 -2.17329
C14 -3.70131 -0.64568 -0.66391
C15 -3.82912 -1.32296 0.54671
C16 -5.08293 -1.56426 1.08586
C17 -6.23136 -1.16669 0.42249
Br1 -7.90625 -1.53913 1.19319
C18 -6.11557 -0.49308 -0.78752
Cl1 -7.50893 0.03727 -1.66194
C19 -4.86360 -0.23849 -1.31735
C20 -0.12129 -0.54770 -2.02711
H1 5.26904 1.45230 -1.08857
H2 5.81380 0.11376 -0.08111
H3 4.37192 -0.05628 -1.10223
H4 5.40127 0.39107 2.18378
H5 4.02940 1.20926 4.09131
H6 1.18614 2.79478 1.33989
H7 1.53727 2.72397 -0.93659
H8 3.13872 2.39407 -1.60317
H9 1.73758 0.88485 -2.54836
H10 0.08510 0.93091 -0.51104
H11 1.77131 -1.60473 -0.32811
H12 1.60407 -0.41670 0.95955
H13 0.18607 -2.44739 1.31362
H14 -0.39160 -2.91377 -1.03042
H15 -1.87309 -2.68905 -0.13260
H16 -2.97419 -1.58044 1.14621
H17 -5.17043 -2.06027 2.04230
H18 -4.77635 0.29259 -2.25363
H19 -0.41279 0.14788 -2.80867
H20 0.45558 -1.36620 -2.46798

For the energy above the lowest of the compared OMol25 structures with the same formula, charge and spin, the calculation gives 0.209 eV. The highest occupied orbital energy is -0.332 Ha. As for the LUMO energy: 0.5 eV. Its gap between HOMO and LUMO is 9.49 eV.

Atom charges from the Mulliken analysis, given in e for atoms 1 to 4:
1 C -1.49
2 C 1.06
3 C -0.77
4 C -0.73


No. 2
The following is a DFT calculation (ωB97M-V with the def2-TZVPD basis set) of a molecular structure, C20H20Cl2CrN5O2S at a distorted geometry.

CARTESIAN COORDINATES (ANGSTROEM)
Cr1 -0.57537 -0.89852 0.51929
O1 -2.00187 -1.39873 -0.83918
N1 -2.14643 -2.65031 -1.23564
C1 -3.16466 -2.89566 -2.08683
C2 -3.41760 -4.15252 -2.55724
C3 -2.59975 -5.20416 -2.13746
C4 -1.56689 -4.93923 -1.28034
C5 -1.30360 -3.63432 -0.81373
S1 0.01725 -3.25527 0.21514
H1 -3.74327 -2.02098 -2.34005
H2 -4.24025 -4.30933 -3.24028
H3 -2.78114 -6.21376 -2.48456
H4 -0.90814 -5.72132 -0.92941
Cl1 -2.16225 -1.72383 2.19265
C6 -2.43986 -0.95270 3.79129
Cl2 -1.74979 0.64923 3.96899
H5 -1.99950 -1.60498 4.53378
H6 -3.51144 -0.88526 3.91995
N2 3.25040 -0.04473 1.71032
C7 2.92725 -0.43119 2.98963
C8 1.61414 -0.77876 2.94573
N3 1.13111 -0.60216 1.67406
C9 2.14413 -0.16308 0.95813
C10 1.91015 0.06870 -0.44331
N4 0.72566 -0.25508 -0.90314
C11 0.74233 0.02410 -2.24292
C12 1.95476 0.54261 -2.58093
N5 2.69254 0.55371 -1.42582
H7 4.15709 0.25254 1.39590
H8 3.64458 -0.42306 3.79196
H9 0.98484 -1.11968 3.74992
H10 -0.12354 -0.14636 -2.86014
H11 2.34704 0.90310 -3.51576
H12 3.60774 0.95413 -1.32019
C13 -1.79962 2.02989 -1.39086
C14 -0.92689 1.92917 -0.16696
O2 -1.20663 0.99084 0.69996
C15 0.17725 2.79440 0.02331
C16 0.97704 2.69353 1.19979
C17 2.09269 3.48629 1.37762
C18 2.47459 4.42287 0.41060
C19 1.68761 4.55896 -0.73748
C20 0.56803 3.77481 -0.93367
H13 -2.37899 1.11071 -1.47663
H14 -1.21289 2.17169 -2.30378
H15 -2.49748 2.87243 -1.31519
H16 0.66722 1.99590 1.96645
H17 2.68049 3.38981 2.28585
H18 3.34246 5.05233 0.56243
H19 1.95536 5.29825 -1.48415
H20 -0.01592 3.90499 -1.83711

For the energy above the lowest of the compared OMol25 structures with the same formula, charge and spin, the calculation gives 1.402 eV. Its expectation value of S² is 0.9982. The highest occupied orbital energy (alpha / beta) is -0.157 / -0.148 Ha. As for the LUMO energy (alpha / beta): 0.1 / 0.1 eV. The multiplicity is 2. Its gap between HOMO and LUMO (alpha / beta) is 4.33 / 4.14 eV.

Atom charges from the Mulliken analysis, given in e for atoms 1 to 4:
1 Cr 0.28
2 O -0.25
3 N 0.39
4 C -0.40


No. 3
The following is a DFT calculation (ωB97M-V with the def2-TZVPD basis set) of C20H20ClFN4O3 in the gas phase at a distorted geometry.

CARTESIAN COORDINATES (ANGSTROEM)
O1 1.85930 4.47037 0.84293
C1 1.15097 3.22800 0.90861
C2 1.85262 2.17962 1.71159
O2 3.12798 2.65497 1.85878
C3 1.76713 0.80636 0.94460
O3 1.07397 -0.14929 1.80774
C4 0.73585 -1.35531 1.25426
C5 1.60943 -1.95441 0.26954
C6 1.19266 -3.14259 -0.38469
C7 -0.04340 -3.76533 -0.15986
C8 -0.91002 -3.17891 0.76132
C9 -0.52541 -1.94474 1.43063
C10 -1.64608 -1.34255 2.31045
N1 -2.89526 -2.07451 2.54083
C11 -2.69466 -3.55796 2.50484
C12 -2.23802 -3.89508 1.01224
C13 1.04649 1.19468 -0.32769
C14 0.91956 2.56796 -0.50175
N2 -0.27610 3.09375 -1.15412
C15 -1.35121 2.38730 -1.62373
C16 -2.28532 3.27099 -2.05758
F1 -3.58659 2.93635 -2.50667
C17 -1.86345 4.64258 -1.79887
C18 -2.23900 5.94606 -2.09287
Cl1 -3.73853 6.12873 -2.69126
N3 -1.40386 6.90367 -1.97769
C19 -0.12830 6.60637 -1.65616
N4 0.31939 5.37759 -1.32541
C20 -0.52104 4.43668 -1.39178
H1 1.44045 4.98155 0.13302
H2 0.22016 3.48211 1.43601
H3 1.34269 2.12933 2.74902
H4 3.19590 3.52426 1.45020
H5 2.80850 0.57487 0.64601
H6 2.60253 -1.55949 0.01196
H7 1.97419 -3.45037 -1.03948
H8 -0.33595 -4.55138 -0.79202
H9 -1.21184 -1.02519 3.18572
H10 -1.89079 -0.42539 1.86226
H11 -3.30409 -1.75750 3.40073
H12 -3.65309 -4.03638 2.67119
H13 -1.99306 -3.92780 3.23778
H14 -1.81114 -4.93074 1.00646
H15 -3.02873 -3.73034 0.24994
H16 0.06222 0.81545 -0.26892
H17 1.55397 0.82195 -1.15663
H18 1.71383 2.88935 -1.16848
H19 -1.36827 1.31971 -1.61814
H20 0.56298 7.45223 -1.60556

For the energy above the lowest of the compared OMol25 structures with the same formula, charge and spin, the calculation gives 0.853 eV. The highest occupied orbital energy is -0.316 Ha. As for the LUMO energy: -0.1 eV. Its gap between HOMO and LUMO is 8.52 eV.

Atom charges from the Mulliken analysis, given in e for atoms 1 to 4:
1 O -0.66
2 C 0.12
3 C -0.51
4 O -0.64


No. 4
The following is a DFT calculation (ωB97M-V with the def2-TZVPD basis set) of a molecular structure, C20H20KN3O4S at a distorted geometry.

CARTESIAN COORDINATES (ANGSTROEM)
K1 0.70662 0.52678 1.66145
C1 3.59894 3.27726 0.18074
C2 2.92142 4.47342 0.35690
C3 1.55769 4.50856 0.13730
C4 0.90266 3.33814 -0.24792
N1 1.55454 2.18909 -0.41049
C5 2.86367 2.16990 -0.20680
C6 -0.57085 3.28488 -0.44653
C7 -1.34831 4.44346 -0.51475
C8 -2.71790 4.32800 -0.68156
C9 -3.27611 3.06231 -0.78466
C10 -2.42342 1.96921 -0.71169
N2 -1.11481 2.06937 -0.53956
H1 4.66444 3.19902 0.34434
H2 3.44411 5.36442 0.67766
H3 1.01075 5.41823 0.31959
H4 3.35363 1.21344 -0.36329
H5 -0.90044 5.41946 -0.42932
H6 -3.33796 5.21364 -0.73008
H7 -4.33889 2.92003 -0.92258
H8 -2.81177 0.95862 -0.78684
C11 -0.44901 3.75216 9.07765
C12 -0.49024 3.65362 7.58106
C13 0.27356 2.71357 6.89927
C14 0.23106 2.62146 5.51495
C15 -0.58297 3.48921 4.81286
C16 -1.35737 4.43583 5.46938
C17 -1.30964 4.51286 6.84663
S1 -0.63010 3.47975 3.05072
O1 -0.53235 4.82355 2.54301
O2 0.37934 2.56980 2.55648
N3 -2.16218 3.01936 2.73308
C18 -2.91837 1.93529 3.36653
C19 -2.81172 0.57197 2.70291
C20 -1.43368 -0.09131 2.90568
O3 -0.76088 0.31677 3.87815
O4 -1.05305 -0.91323 2.04572
H9 0.24089 3.02518 9.50210
H10 -1.43668 3.57471 9.50583
H11 -0.13142 4.74767 9.39054
H12 0.90393 2.03301 7.45689
H13 0.78715 1.86441 4.98439
H14 -1.98093 5.10898 4.89564
H15 -1.91027 5.25075 7.36397
H16 -2.43758 3.28085 1.79336
H17 -3.95833 2.27482 3.37574
H18 -2.57452 1.86834 4.39933
H19 -3.03000 0.63697 1.63568
H20 -3.56775 -0.09070 3.13344

The highest occupied orbital energy is -0.312 Ha. As for the LUMO energy: 0.0 eV. Its gap between HOMO and LUMO is 8.52 eV.

Atom charges from the Mulliken analysis, given in e for atoms 1 to 4:
1 K 1.06
2 C -0.47
3 C -0.64
4 C -0.56


No. 5
The following is a DFT calculation (ωB97M-V with the def2-TZVPD basis set) of C20H20N2O3 in the gas phase at a distorted geometry.

CARTESIAN COORDINATES (ANGSTROEM)
C1 4.52587 1.23209 -1.06590
C2 4.10460 2.05053 0.14883
C3 3.72930 1.19058 1.36005
O1 2.52806 0.47126 1.16244
C4 2.53570 -0.76392 0.55371
C5 3.60640 -1.63999 0.50867
C6 3.47414 -2.87454 -0.10892
C7 2.27368 -3.24456 -0.68248
C8 1.18794 -2.38624 -0.63617
C9 1.30674 -1.15035 -0.02006
N1 0.26231 -0.22741 0.07458
C10 -0.97564 -0.26836 -0.49555
O2 -1.39962 -1.17881 -1.17516
C11 -1.75802 0.95754 -0.21384
C12 -3.16853 1.07275 0.01764
C13 -4.15423 0.01216 0.16908
C14 -5.46515 0.23601 -0.24673
C15 -6.41428 -0.75885 -0.11545
C16 -6.06759 -1.98187 0.43615
C17 -4.76973 -2.20296 0.86536
C18 -3.81409 -1.21248 0.73573
N2 -3.50173 2.33577 0.10965
O3 -2.38095 3.07508 -0.06342
C19 -1.33181 2.26367 -0.25643
C20 -0.00454 2.88781 -0.48930
H1 3.71674 0.58776 -1.40245
H2 4.79783 1.89424 -1.88449
H3 5.38511 0.60808 -0.83066
H4 3.24889 2.67665 -0.11286
H5 4.92252 2.70774 0.45039
H6 3.52231 1.84085 2.21636
H7 4.55713 0.52907 1.62802
H8 4.55512 -1.37621 0.94911
H9 4.32135 -3.54281 -0.13609
H10 2.17441 -4.20379 -1.16600
H11 0.24580 -2.66098 -1.07984
H12 0.50761 0.58168 0.62870
H13 -5.71872 1.19336 -0.67464
H14 -7.42751 -0.58254 -0.44566
H15 -6.80924 -2.76112 0.53405
H16 -4.49951 -3.15261 1.30312
H17 -2.80768 -1.38840 1.08366
H18 0.53557 3.00224 0.45169
H19 0.58826 2.27538 -1.16462
H20 -0.14480 3.87649 -0.92025

For the energy above the lowest of the compared OMol25 structures with the same formula, charge and spin, the calculation gives 2.841 eV. The highest occupied orbital energy is -0.307 Ha. As for the LUMO energy: 0.6 eV. Its gap between HOMO and LUMO is 8.93 eV.

Atom charges from the Mulliken analysis, given in e for atoms 1 to 4:
1 C -1.19
2 C -0.13
3 C -0.54
4 O -0.47


What is the formula in the second record?
C20H20Cl2CrN5O2S